one.
Computed, not measured: 2 unconnected molecules or ions with the total composition C6H17N2, with ωB97M-V/def2-TZVPD.

Each line ends with the Mulliken charge.
Positions of all 25 atoms, in Å:
N  0.51  -3.39  2.25  -0.640
C  -0.79  0.01  0.03  0.030
C  -0.85  1.40  0.26  -0.498
C  0.62  2.03  0.60  -0.312
C  0.43  3.26  1.48  -1.371
C  -1.26  -0.62  -1.23  -0.788
N  -0.26  -0.73  -2.30  -0.314
C  0.97  -1.43  -1.86  -0.799
H  0.35  -2.43  1.98  0.150
H  0.03  -3.51  3.13  0.251
H  1.50  -3.45  2.48  0.252
H  -0.81  -0.67  0.88  0.332
H  -1.28  1.96  -0.56  0.377
H  -1.45  1.59  1.17  0.442
H  1.04  2.19  -0.38  0.373
H  1.17  1.28  1.17  0.379
H  -0.19  4.02  1.01  0.364
H  0.01  2.98  2.43  0.382
H  1.40  3.72  1.66  0.377
H  -1.67  -1.62  -1.04  0.406
H  -2.09  -0.05  -1.64  0.385
H  -0.03  0.18  -2.66  0.303
H  0.78  -2.51  -1.83  0.305
H  1.34  -1.06  -0.91  0.258
H  1.73  -1.32  -2.63  0.355

Summary:
- E_HOMO (eV) = -13.27
- multiplicity = 1
- E_LUMO (eV) = -6.964
- charge = +1
- HOMO-LUMO gap (eV) = 6.30

two.
Computed, not measured: 2 unconnected molecules or ions with the total composition C6H17N2, with ωB97M-V/def2-TZVPD.

Each line ends with the Mulliken charge.
Positions of all 25 atoms, in Å:
C  2.39  -1.96  1.56  -0.865
C  2.15  -0.82  0.94  -0.004
N  1.11  0.08  1.25  -0.444
C  1.43  1.50  1.11  -1.020
H  1.85  -2.29  2.43  0.256
H  3.18  -2.61  1.21  0.270
H  2.77  -0.49  0.11  0.347
H  0.67  -0.12  2.14  0.221
H  2.21  1.84  1.79  0.368
H  1.78  1.68  0.09  0.361
H  0.54  2.10  1.29  0.329
C  -2.50  -0.14  -0.05  -1.258
C  -1.66  -0.11  -1.31  0.303
C  -1.34  1.30  -1.79  -1.263
N  -0.35  -0.83  -1.01  -0.115
H  -2.77  -1.15  0.26  0.396
H  -1.95  0.32  0.78  0.294
H  -3.43  0.39  -0.19  0.383
H  -2.12  -0.66  -2.12  0.343
H  -1.06  1.94  -0.95  0.258
H  -2.23  1.71  -2.26  0.387
H  -0.54  1.30  -2.52  0.421
H  -0.54  -1.83  -0.87  0.407
H  0.30  -0.70  -1.78  0.368
H  0.09  -0.45  -0.12  0.257

Summary:
- E_HOMO (eV) = -12.54
- multiplicity = 1
- E_LUMO (eV) = -2.918
- charge = +1
- HOMO-LUMO gap (eV) = 9.62

three.
Computed, not measured: a gas-phase ion, C6H17N2 (charge +1), with ωB97M-V/def2-TZVPD.

Each line ends with the Mulliken charge.
Positions of all 25 atoms, in Å:
C  -1.83  2.99  0.43  -1.222
C  -1.91  1.51  0.21  -0.642
C  -1.26  0.79  -1.00  -0.484
C  0.19  0.43  -0.67  -0.961
N  0.59  -1.00  -0.97  -0.437
C  0.23  -1.89  0.22  -0.251
C  1.56  -2.22  0.96  -0.714
N  2.75  -1.60  0.24  -0.314
H  -2.58  3.46  -0.21  0.335
H  -0.81  3.42  0.31  0.298
H  -2.21  3.25  1.44  0.355
H  -2.97  1.17  0.09  0.322
H  -1.57  0.99  1.13  0.370
H  -1.77  0.09  -1.64  0.524
H  -1.17  1.71  -1.79  0.276
H  0.32  0.48  0.41  0.492
H  1.01  1.05  -1.12  0.371
H  0.07  -1.29  -1.79  0.255
H  -0.56  -1.35  0.74  0.234
H  -0.18  -2.90  -0.16  0.377
H  1.45  -1.60  1.86  0.305
H  1.65  -3.22  1.31  0.453
H  2.63  -1.65  -0.80  0.368
H  2.69  -0.59  0.35  0.345
H  3.66  -2.03  0.44  0.345

Summary:
- E_HOMO (eV) = -13.33
- SMILES = CCCCNCC[NH3+]
- multiplicity = 1
- E_LUMO (eV) = -3.387
- charge = +1
- HOMO-LUMO gap (eV) = 9.94

four.
Computed, not measured: 2 unconnected molecules or ions with the total composition C6H17N2, with ωB97M-V/def2-TZVPD.

Each line ends with the Mulliken charge.
Positions of all 25 atoms, in Å:
C  1.58  -0.12  -0.42  -0.912
N  1.46  -1.50  -0.60  -0.195
C  0.83  -2.15  0.52  -0.007
C  0.09  -3.42  0.12  -1.352
C  0.12  0.70  -0.49  0.277
N  -0.89  -0.02  0.01  -0.385
C  -0.76  3.03  -0.67  -1.311
C  0.30  2.16  -0.01  -0.507
H  2.19  0.24  -1.23  0.382
H  1.96  0.11  0.58  0.436
H  0.81  -1.67  -1.37  0.332
H  0.11  -1.44  1.03  0.148
H  1.59  -2.42  1.24  0.386
H  -0.89  -3.19  -0.28  0.356
H  0.69  -3.93  -0.64  0.351
H  -0.09  -4.07  0.97  0.402
H  -0.05  0.77  -1.58  0.375
H  -3.29  0.81  1.98  0.109
H  -1.01  0.23  1.00  0.301
H  -3.17  1.40  1.53  -0.081
H  -0.83  4.01  -0.20  0.369
H  -0.51  3.19  -1.72  0.387
H  -1.74  2.58  -0.66  0.381
H  0.17  2.18  1.08  0.358
H  1.32  2.50  -0.18  0.401

Summary:
- E_HOMO (eV) = -15.19
- multiplicity = 1
- E_LUMO (eV) = -7.339
- charge = +1
- HOMO-LUMO gap (eV) = 7.85

Computed stability ranking, most favorable first: two, three, one, four